Below is one molecule with the formula C7H13NO2S2, with properties calculated with ωB97M-V with the def2-TZVPD basis set.

Calculated values
energy above the lowest of the compared OMol25 structures with the same formula, charge and spin = 15.5 kcal per mole
orbital gap = 8.59 eV
multiplicity = 1
SMILES string = CC[C@@H]1SS[C@H](C)[C@@]1(N)C(=O)O

The geometry in XYZ format:
```
25
C7H13NO2S2 ωB97M-V with the def2-TZVPD basis set
C -3.373 -0.085 -0.401
C -1.999 0.038 0.220
C -0.863 -0.582 -0.540
S -0.827 -2.296 -0.189
S 1.228 -2.395 0.229
C 1.745 -0.786 -0.610
C 3.134 -0.375 -0.043
C 0.698 0.149 -0.022
N 0.723 0.278 1.393
C 0.731 1.545 -0.617
O 0.416 1.832 -1.701
O 0.845 2.493 0.307
H -3.475 -0.985 -0.969
H -3.402 0.849 -1.136
H -4.167 -0.032 0.462
H -2.056 -0.626 1.142
H -1.950 1.157 0.501
H -1.042 -0.479 -1.656
H 1.610 -1.011 -1.620
H 3.011 -0.117 0.968
H 3.457 0.506 -0.529
H 3.932 -1.056 -0.119
H -0.196 0.549 1.827
H 0.966 -0.562 1.868
H 0.855 1.993 1.235
```

Partial charges, Löwdin, in e: number 1, C, carries -0.1280; number 2, C, carries -0.3880; number 3, C, carries -0.6012; number 4, S, carries 0.5972; number 5, S, carries 0.5656; number 6, C, carries -0.4961; number 7, C, carries -0.0659; number 8, C, carries -0.4471; number 9, N, carries 0.0368; number 10, C, carries -0.5616; number 11, O, carries 0.1574; number 12, O, carries 0.0833; number 13, H, carries 0.0471; number 14, H, carries 0.1214; number 15, H, carries 0.1129; number 16, H, carries 0.0905; number 17, H, carries 0.1423; number 18, H, carries 0.1216; number 19, H, carries 0.0905; number 20, H, carries 0.0587; number 21, H, carries 0.0776; number 22, H, carries 0.0652; number 23, H, carries 0.1255; number 24, H, carries 0.0555; number 25, H, carries 0.1388

***

Below is one molecule with the formula C3H10N2O2, with properties calculated with ωB97M-V with the def2-TZVPD basis set.

Calculated values
energy above the lowest of the compared OMol25 structures with the same formula, charge and spin = 91.9 kcal per mole
orbital gap = 9.98 eV
multiplicity = 1
SMILES string = CO[C@@H](O)N(C)N

The geometry in XYZ format:
```
17
C3H10N2O2 ωB97M-V with the def2-TZVPD basis set
C 1.084 -1.911 0.881
O 0.393 -0.846 1.578
C 0.171 0.334 0.960
O 1.306 0.795 0.347
N -0.896 0.296 -0.107
C -1.443 1.599 -0.449
N -0.255 -0.368 -1.247
H 1.463 -2.702 1.597
H 2.026 -1.543 0.339
H 0.293 -2.279 0.164
H -0.137 1.117 1.593
H 1.448 0.297 -0.460
H -1.865 1.625 -1.305
H -2.201 1.991 0.165
H -0.558 2.288 -0.569
H 0.154 0.290 -1.937
H -0.982 -0.983 -1.549
```

Partial charges, Löwdin, in e: number 1, C, carries -0.0726; number 2, O, carries -0.0934; number 3, C, carries -0.4843; number 4, O, carries -0.0001; number 5, N, carries -0.1631; number 6, C, carries -0.0741; number 7, N, carries 0.0203; number 8, H, carries 0.0987; number 9, H, carries 0.0995; number 10, H, carries 0.0845; number 11, H, carries 0.1450; number 12, H, carries 0.0589; number 13, H, carries 0.0045; number 14, H, carries 0.0766; number 15, H, carries 0.1126; number 16, H, carries 0.1032; number 17, H, carries 0.0839

***

Below is a 2-piece molecular cluster, C5H7F overall, with properties calculated with ωB97M-V with the def2-TZVPD basis set.

Calculated values
energy above the lowest of the compared OMol25 structures with the same formula, charge and spin = 68.9 kcal per mole
orbital gap = 9.79 eV
multiplicity = 1
SMILES string = C#CC=C.CF

The geometry in XYZ format:
```
13
C5H7F ωB97M-V with the def2-TZVPD basis set
C -0.642 -2.537 -0.447
C -0.958 -1.382 -0.408
C -1.407 -0.039 -0.389
C -2.711 0.327 -0.043
H -0.490 -3.574 -0.582
H -0.618 0.631 -0.672
H -3.289 -0.327 0.472
H -2.893 1.354 -0.076
C 2.640 1.193 0.417
F 2.598 -0.088 -0.098
H 1.951 1.945 -0.084
H 3.693 1.405 0.536
H 2.125 1.092 1.373
```

Partial charges, Löwdin, in e: number 1, C, carries 0.1220; number 2, C, carries -0.1737; number 3, C, carries -0.1670; number 4, C, carries 0.0641; number 5, H, carries 0.0219; number 6, H, carries 0.0800; number 7, H, carries 0.0243; number 8, H, carries 0.0312; number 9, C, carries -0.1151; number 10, F, carries -0.1214; number 11, H, carries 0.0914; number 12, H, carries 0.0737; number 13, H, carries 0.0686

***

Below is C10H22Cl2EuIO3P2 as an isolated structure, with properties calculated with ωB97M-V with the def2-TZVPD basis set.

Calculated values
orbital gap (alpha / beta) = 4.66 / 7.98 eV
charge = +2
multiplicity = 7

The geometry in XYZ format:
```
41
C10H22Cl2EuIO3P2 ωB97M-V with the def2-TZVPD basis set
C 0.253 1.689 -1.963
I 3.042 -0.055 -0.617
H 1.210 1.454 -2.448
H -0.530 1.713 -2.733
H 0.012 0.842 -1.291
Eu 0.301 -0.148 1.076
P 0.335 3.277 -1.099
C -1.169 3.602 -0.163
C 1.698 3.287 0.073
H 2.221 4.254 0.039
H 0.661 5.449 -2.148
H 2.426 2.484 -0.148
H 1.293 4.093 -3.137
H -1.250 2.955 0.727
H 1.353 3.113 1.106
C 0.479 4.418 -2.472
H -1.169 4.654 0.173
H -0.452 4.394 -3.056
H -2.050 3.438 -0.797
P 0.313 -2.663 -0.783
C -1.022 -3.770 -0.190
C 0.838 -3.584 -2.281
H 2.465 -2.585 0.389
H 1.890 -4.280 0.128
H 1.174 -3.269 1.442
C 1.593 -3.262 0.421
H 1.697 -3.067 -2.726
H 1.104 -4.624 -2.038
H -0.669 -4.806 -0.305
H -1.919 -3.575 -0.799
H 0.024 -3.574 -3.016
H -1.240 -3.551 0.867
C -2.254 0.635 0.137
O -3.330 1.009 -0.021
Cl -0.558 -3.208 4.463
C -1.577 -1.738 4.431
Cl -1.450 -0.806 5.917
C -1.154 -0.910 3.207
O -0.515 0.196 3.300
O -1.457 -1.447 2.072
H -2.618 -2.033 4.267
```

Partial charges, Löwdin, in e: number 1, C, carries -0.2577; number 2, I, carries 0.2480; number 3, H, carries 0.0268; number 4, H, carries 0.0880; number 5, H, carries -0.0650; number 6, Eu, carries 1.6352; number 7, P, carries 0.8078; number 8, C, carries -0.1844; number 9, C, carries -0.2140; number 10, H, carries 0.0865; number 11, H, carries 0.0832; number 12, H, carries -0.0822; number 13, H, carries 0.0871; number 14, H, carries 0.0402; number 15, H, carries 0.0638; number 16, C, carries -0.1595; number 17, H, carries 0.0946; number 18, H, carries 0.0857; number 19, H, carries 0.0728; number 20, P, carries 0.6772; number 21, C, carries -0.2899; number 22, C, carries -0.2632; number 23, H, carries -0.0765; number 24, H, carries 0.0652; number 25, H, carries 0.0304; number 26, C, carries -0.3415; number 27, H, carries 0.0436; number 28, H, carries 0.0661; number 29, H, carries 0.0634; number 30, H, carries 0.0523; number 31, H, carries 0.0549; number 32, H, carries 0.0220; number 33, C, carries 0.0095; number 34, O, carries 0.1471; number 35, Cl, carries 0.6424; number 36, C, carries -1.0020; number 37, Cl, carries 0.6768; number 38, C, carries -0.7405; number 39, O, carries -0.1696; number 40, O, carries -0.2123; number 41, H, carries 0.0876

***

Below is one molecule with the formula C2H5OP, with properties calculated with ωB97M-V with the def2-TZVPD basis set.

Calculated values
energy above the lowest of the compared OMol25 structures with the same formula, charge and spin = 110.9 kcal per mole
orbital gap = 8.39 eV
multiplicity = 1
SMILES string = [PH3]=C1CO1

The geometry in XYZ format:
```
9
C2H5OP ωB97M-V with the def2-TZVPD basis set
P -0.385 1.271 -0.016
C -0.409 -0.446 -0.443
C 0.595 -1.434 0.036
O -0.781 -1.502 0.368
H 0.185 2.203 0.964
H -1.653 1.569 -0.147
H 0.145 1.623 -1.206
H 1.180 -2.289 -0.478
H 1.122 -0.994 0.922
```

Partial charges, Löwdin, in e: number 1, P, carries 0.8392; number 2, C, carries -0.5165; number 3, C, carries -0.2309; number 4, O, carries -0.1261; number 5, H, carries -0.0655; number 6, H, carries -0.0734; number 7, H, carries -0.0431; number 8, H, carries 0.1255; number 9, H, carries 0.0908

***

Below is C22H50F6N2O12S as an isolated structure, with properties calculated with ωB97M-V with the def2-TZVPD basis set.

Calculated values
orbital gap = 8.21 eV
multiplicity = 1

The geometry in XYZ format:
```
93
C22H50F6N2O12S ωB97M-V with the def2-TZVPD basis set
F -3.621 -4.147 -6.958
C -2.413 -4.196 -6.407
F -1.564 -4.698 -7.320
F -2.460 -5.081 -5.393
C -1.915 -2.858 -5.928
O -2.610 -2.500 -4.784
C -2.310 -1.170 -4.365
C -0.880 -1.075 -3.814
C -0.737 -0.242 -2.581
C -1.430 -0.475 -1.437
C -1.245 0.291 -0.272
C -0.362 1.318 -0.187
C -0.214 2.038 1.120
O 0.889 2.954 1.126
C 1.187 3.441 2.337
F 1.972 4.511 2.203
F 1.869 2.553 3.069
F 0.121 3.808 3.056
C 0.382 1.633 -1.376
N 1.279 2.592 -1.573
S 1.815 2.482 -3.067
N 0.938 1.217 -3.578
C 0.184 0.846 -2.560
H -0.839 -2.983 -5.771
H -2.032 -2.124 -6.732
H -3.060 -0.894 -3.633
H -2.428 -0.518 -5.231
H -0.531 -2.084 -3.593
H -0.237 -0.695 -4.599
H -2.138 -1.291 -1.412
H -1.805 0.048 0.621
H -0.026 1.279 1.878
H -1.142 2.526 1.403
C 0.442 -1.781 3.086
O -0.399 -0.625 3.199
H 0.495 -2.078 2.042
H 1.447 -1.550 3.443
H 0.029 -2.608 3.667
H -0.429 -0.386 4.129
C 0.061 7.226 2.351
O -0.405 7.210 3.699
H -0.106 8.223 1.951
H 1.127 6.998 2.311
H -0.490 6.504 1.744
H -0.259 6.326 4.055
C 0.003 1.688 -7.244
O -0.747 0.488 -7.069
H -0.556 2.497 -6.782
H 0.968 1.582 -6.742
H 0.155 1.910 -8.303
H -0.263 -0.238 -7.471
C -3.961 -8.156 -5.222
O -2.602 -7.996 -4.840
H -4.351 -9.025 -4.699
H -4.553 -7.279 -4.943
H -4.052 -8.323 -6.300
H -2.263 -7.226 -5.304
C 3.197 -1.202 -1.691
O 2.401 -2.380 -1.587
H 2.644 -0.388 -1.226
H 4.150 -1.326 -1.171
H 3.378 -0.953 -2.740
H 2.885 -3.101 -1.997
C 0.727 -5.716 3.709
O 1.567 -4.862 2.934
H -0.198 -5.184 3.909
H 0.498 -6.636 3.164
H 1.202 -5.966 4.660
H 2.386 -5.332 2.761
C 3.743 0.723 5.457
O 3.336 -0.005 4.304
H 4.166 0.013 6.163
H 4.504 1.466 5.204
H 2.893 1.226 5.926
H 2.967 0.629 3.683
C 1.951 5.922 -0.900
O 2.609 5.775 -2.156
H 1.212 5.129 -0.823
H 2.659 5.823 -0.076
H 1.449 6.893 -0.835
H 3.270 6.469 -2.221
C 0.427 -4.133 7.134
O -0.652 -4.982 6.755
H 1.176 -4.182 6.348
H 0.094 -3.097 7.240
H 0.878 -4.466 8.073
H -1.317 -4.938 7.446
C -2.603 6.265 6.418
O -1.637 7.303 6.345
H -2.967 6.220 7.442
H -3.448 6.465 5.753
H -2.164 5.294 6.161
H -1.315 7.343 5.436
```

Partial charges, Löwdin, in e: number 1, F, carries 0.1659; number 2, C, carries -0.6039; number 3, F, carries 0.1376; number 4, F, carries 0.1391; number 5, C, carries -0.1355; number 6, O, carries -0.1014; number 7, C, carries -0.1596; number 8, C, carries -0.1043; number 9, C, carries -0.1581; number 10, C, carries -0.0104; number 11, C, carries -0.0148; number 12, C, carries -0.1125; number 13, C, carries -0.0912; number 14, O, carries 0.0490; number 15, C, carries -0.7270; number 16, F, carries 0.1659; number 17, F, carries 0.1630; number 18, F, carries 0.1640; number 19, C, carries -0.2795; number 20, N, carries -0.2224; number 21, S, carries 1.0406; number 22, N, carries -0.2064; number 23, C, carries -0.3208; number 24, H, carries 0.1418; number 25, H, carries 0.1422; number 26, H, carries 0.1230; number 27, H, carries 0.1143; number 28, H, carries 0.1341; number 29, H, carries 0.0930; number 30, H, carries 0.1263; number 31, H, carries 0.1240; number 32, H, carries 0.1112; number 33, H, carries 0.1418; number 34, C, carries -0.1262; number 35, O, carries -0.1409; number 36, H, carries 0.0811; number 37, H, carries 0.0645; number 38, H, carries 0.0661; number 39, H, carries 0.0736; number 40, C, carries -0.1371; number 41, O, carries -0.1306; number 42, H, carries 0.0840; number 43, H, carries 0.0722; number 44, H, carries 0.0808; number 45, H, carries 0.0697; number 46, C, carries -0.1470; number 47, O, carries -0.1403; number 48, H, carries 0.0798; number 49, H, carries 0.0691; number 50, H, carries 0.0761; number 51, H, carries 0.0718; number 52, C, carries -0.1644; number 53, O, carries -0.1269; number 54, H, carries 0.0746; number 55, H, carries 0.0743; number 56, H, carries 0.0757; number 57, H, carries 0.0412; number 58, C, carries -0.1533; number 59, O, carries -0.1228; number 60, H, carries 0.0658; number 61, H, carries 0.0781; number 62, H, carries 0.0753; number 63, H, carries 0.0704; number 64, C, carries -0.1555; number 65, O, carries -0.1293; number 66, H, carries 0.0695; number 67, H, carries 0.0779; number 68, H, carries 0.0696; number 69, H, carries 0.0727; number 70, C, carries -0.1550; number 71, O, carries -0.1297; number 72, H, carries 0.0761; number 73, H, carries 0.0774; number 74, H, carries 0.0754; number 75, H, carries 0.0461; number 76, C, carries -0.1654; number 77, O, carries -0.1428; number 78, H, carries 0.0519; number 79, H, carries 0.0732; number 80, H, carries 0.0767; number 81, H, carries 0.0713; number 82, C, carries -0.1568; number 83, O, carries -0.1312; number 84, H, carries 0.0672; number 85, H, carries 0.0755; number 86, H, carries 0.0769; number 87, H, carries 0.0727; number 88, C, carries -0.1679; number 89, O, carries -0.1260; number 90, H, carries 0.0742; number 91, H, carries 0.0766; number 92, H, carries 0.0704; number 93, H, carries 0.0242

***

Computed values of F_max (unit: eV/Å) for the preceding records, in sequence: 3.92 6.87 6.24 4.05 2.62 1.06.